# 1
ORCA calculation (wB97M-V/def2-TZVPD) on the ion C7H12 with charge -1.

## Properties
* energy: -273.814669 Eh
* <S²>: 0.75
* spin multiplicity: 2
* HOMO (spin up / spin down): 1.4 / -5.6 eV
* gap between HOMO and LUMO (spin up / spin down): 0.09370 / 0.35702 hartree
* total charge: -1

Geometry as XYZ:
```
19
Properties=species:S:1:pos:R:3:mulliken_charge:R:1
C -0.21531 -2.18395 1.39687 -1.211
C 0.03610 -0.74384 0.95313 -1.595
C 0.10337 -0.54799 -0.53000 0.222
C 0.03631 -1.53306 -1.41938 -0.699
C 0.27653 0.87684 -1.02596 -1.730
C 0.21929 1.95898 0.02293 -0.550
C -0.32557 3.14292 -0.17512 -0.062
H -1.10695 -2.58265 0.91454 0.027
H 0.64932 -2.80478 1.16307 0.099
H -0.44156 -2.22546 2.46812 1.331
H 1.01487 -0.44806 1.35250 0.453
H -0.70552 -0.09046 1.41976 0.397
H 0.15519 -1.33901 -2.48643 0.429
H -0.10375 -2.56793 -1.14904 0.488
H -0.44614 1.06522 -1.81773 0.068
H 1.24984 1.01003 -1.51698 0.373
H 0.75783 1.72774 0.93204 0.039
H -0.28965 3.91714 0.58415 0.568
H -0.86418 3.36831 -1.08645 0.354
```



# 2
ORCA calculation (wB97M-V/def2-TZVPD) on the ion C7H12 with charge -1 in a non-equilibrium geometry.

## Properties
* energy: -273.814945 Eh
* <S²>: 0.77
* spin multiplicity: 2
* HOMO (spin up / spin down): -0.2 / -2.3 eV
* gap between HOMO and LUMO (spin up / spin down): 0.15978 / 0.23543 hartree
* total charge: -1

Geometry as XYZ:
```
19
Properties=species:S:1:pos:R:3:mulliken_charge:R:1
C -0.17704 0.04219 -2.24000 -1.146
C 1.03664 0.16617 -1.30915 -0.417
C 0.66792 0.77957 0.03959 -0.850
C -0.55490 0.23747 0.78370 0.100
C -1.67904 1.03899 1.00783 -1.074
C 0.71225 -1.57911 2.01630 -0.905
C -0.44657 -0.98921 1.55256 -0.519
H -0.49804 1.04557 -2.52282 0.257
H -0.01313 -0.55958 -3.14373 0.399
H -0.93209 -0.56536 -1.73874 0.292
H 1.84161 0.70766 -1.83872 0.368
H 1.58621 -0.78372 -1.28076 0.296
H 1.53351 0.93034 0.68530 0.369
H 0.33556 1.79574 -0.21559 0.383
H -2.05500 1.49619 0.08240 0.181
H -2.24744 1.19307 1.91401 0.385
H 1.66301 -1.20115 1.66343 0.236
H 0.65353 -2.43684 2.67397 0.267
H -1.42699 -1.31800 1.87043 0.378
```



# 3
ORCA calculation (wB97M-V/def2-TZVPD) on an isolated molecule of C7H12 in a non-equilibrium geometry.

## Properties
* energy: -273.685434 Eh
* HOMO (spin up / spin down): -7.4 / -6.5 eV
* gap between HOMO and LUMO (spin up / spin down): 0.30626 / 0.24979 hartree

Geometry as XYZ:
```
19
Properties=species:S:1:pos:R:3:mulliken_charge:R:1
C 0.06004 -1.91902 0.63058 -1.261
C 1.21069 -0.97742 0.29556 0.148
C 1.12511 0.19715 -0.64818 -0.033
C -0.26208 0.67783 -1.47975 -0.561
C -1.30851 0.57506 -0.52619 -0.532
C -1.12093 1.30885 0.70601 -0.984
C 1.24140 0.43979 0.74343 -0.746
H -0.16866 -2.61148 -0.19022 0.269
H 0.35007 -2.52319 1.49851 0.375
H -0.85839 -1.39740 0.90860 0.225
H 2.15415 -1.53947 0.25069 0.350
H 1.92023 0.38783 -1.36831 0.346
H 0.03849 1.70759 -1.70724 0.295
H -0.40774 0.12195 -2.40792 0.348
H -2.07172 1.75923 0.17694 0.354
H -2.05070 -0.21506 -0.53479 0.460
H -1.44498 0.88792 1.65775 0.334
H -0.43701 2.15036 0.72519 0.359
H 2.03053 0.96947 1.26932 0.254
```



# 4
ORCA calculation (wB97M-V/def2-TZVPD) on an isolated molecule of C7H12 in a non-equilibrium geometry.

## Properties
* energy: -273.856327 Eh
* SMILES string: C=C(C)/C(C)=C/C
* HOMO: -8.8 eV
* gap between HOMO and LUMO: 0.36194 hartree

Geometry as XYZ:
```
19
Properties=species:S:1:pos:R:3:mulliken_charge:R:1
C -1.12426 1.66728 0.62635 -0.893
C -1.10297 0.39152 0.26425 0.399
C -2.25123 -0.55676 0.42456 -1.242
C 0.26113 -0.18785 -0.01638 0.421
C 0.75547 -1.07636 1.08962 -1.198
C 0.98325 0.33315 -1.01047 -0.157
C 2.30547 -0.24029 -1.46800 -1.214
H -0.30965 2.25028 1.03508 0.291
H -2.08615 2.14881 0.81268 0.309
H -2.79608 -0.66757 -0.51326 0.276
H -3.00820 -0.14820 1.10540 0.377
H -2.01011 -1.49158 0.92010 0.324
H 0.81425 -0.50030 2.01836 0.278
H 1.74486 -1.51566 0.95145 0.375
H 0.04967 -1.88887 1.26828 0.316
H 0.41725 1.00946 -1.64336 0.385
H 2.27513 -1.30008 -1.23375 0.344
H 3.14533 0.26013 -0.98853 0.260
H 2.43786 -0.11859 -2.54216 0.350
```



# 5
ORCA calculation (wB97M-V/def2-TZVPD) on a cluster of 2 separate species, C7H12 in total.

## Properties
* energy: -273.834647 Eh
* SMILES string: C=C/C=C\C.C=C
* HOMO: -8.8 eV
* gap between HOMO and LUMO: 0.36531 hartree

Geometry as XYZ:
```
19
Properties=species:S:1:pos:R:3:mulliken_charge:R:1
C 1.15148 1.17623 -1.14696 -0.708
C 0.58104 0.26914 -1.94494 -0.039
C -0.16370 -0.94184 -1.56294 -0.562
C 0.01414 -1.73416 -0.49803 0.182
C 0.99531 -1.56652 0.62401 -1.125
H 1.11669 1.10956 -0.06306 0.121
H 1.66043 2.03847 -1.57082 0.261
H 0.64616 0.43117 -3.02169 0.285
H -0.93538 -1.23707 -2.27393 0.316
H -0.62615 -2.61377 -0.43637 0.347
H 1.22645 -2.53459 1.07950 0.344
H 1.92943 -1.10118 0.29001 0.370
H 0.57074 -0.92770 1.41052 0.189
C -1.75833 0.95492 1.09058 -0.395
C -0.96416 1.58864 1.94595 -0.508
H -1.54151 0.91653 0.02546 0.219
H -2.65617 0.44044 1.42599 0.222
H -0.06921 2.11207 1.61500 0.237
H -1.17727 1.61966 3.01171 0.243
```



# 6
ORCA calculation (wB97M-V/def2-TZVPD) on an isolated molecule of C7H12 in a non-equilibrium geometry.

## Properties
* energy: -273.858531 Eh
* SMILES string: C=CC(=C)CCC
* HOMO: -8.9 eV
* gap between HOMO and LUMO: 0.36732 hartree

Geometry as XYZ:
```
19
Properties=species:S:1:pos:R:3:mulliken_charge:R:1
C -0.48470 -1.52709 -1.38591 -0.760
C -0.32444 -0.21908 -1.56709 -0.250
C -0.06069 0.85875 -0.59457 0.928
C 0.74944 1.82787 -1.01383 -1.056
C -0.57514 0.91803 0.81686 -0.721
C -0.39496 -0.36545 1.67917 -0.559
C 0.93545 -1.08405 1.47262 -1.213
H -0.62660 -1.97575 -0.40743 0.148
H -0.67524 -2.17466 -2.23635 0.263
H -0.23400 0.13343 -2.59592 0.251
H 1.01784 2.63879 -0.33997 0.261
H 1.08726 1.90124 -2.04120 0.297
H -1.63773 1.15385 0.82703 0.299
H -0.10518 1.74527 1.34391 0.318
H -0.51347 -0.07670 2.71793 0.449
H -1.22888 -1.01762 1.43396 0.340
H 1.60558 -0.53341 0.80441 0.345
H 1.55405 -0.97749 2.37881 0.351
H 0.88480 -2.14109 1.23092 0.309
```